Density functional theory data (ωB97M-V/def2-TZVPD) for 9 unconnected molecules or ions with the total composition C9H36O12 at a distorted geometry.

Geometry (Å):
1 O -17.1353 15.9111 -0.7121
2 H -17.2524 16.5555 -0.0140
3 H -17.2896 15.0670 -0.2880
4 O -17.7707 17.4792 1.4762
5 H -17.3284 17.9093 2.2080
6 H -18.3252 18.1610 1.0968
7 O -14.2979 14.8470 -1.2669
8 H -15.1340 15.1925 -0.9541
9 H -14.0356 14.2128 -0.5997
10 O -17.0725 15.2596 -3.4067
11 H -17.0507 15.3666 -2.4557
12 H -16.2531 15.6497 -3.7109
13 O -16.5382 18.4930 -2.1824
14 H -16.7501 17.6874 -1.7108
15 H -16.6927 19.1912 -1.5461
16 C -20.1834 15.0671 0.1161
17 C -20.2526 15.0111 1.6616
18 O -18.9383 15.1330 2.1203
19 O -19.4068 14.0091 -0.4589
20 H -19.7921 16.0767 -0.0089
21 H -21.1532 15.0777 -0.3814
22 H -20.5357 14.0600 2.1125
23 H -20.9114 15.7805 2.0642
24 H -18.4910 15.9194 1.7992
25 H -19.6561 14.0016 -1.3860
26 C -17.6129 11.5413 0.7402
27 C -18.9338 10.8410 1.1120
28 O -19.2159 10.9442 2.4629
29 O -17.6375 12.8831 1.2554
30 H -17.6310 11.6472 -0.3445
31 H -16.7073 10.9808 0.9721
32 H -18.8983 9.7675 0.9267
33 H -19.7155 11.2605 0.4787
34 H -18.8223 11.7482 2.8097
35 H -18.4163 13.2699 0.8485
36 C -13.6706 14.2375 2.0741
37 C -15.0457 14.8934 2.5713
38 O -15.8494 13.8729 3.1661
39 O -13.9004 13.3128 1.0138
40 H -13.1438 13.6427 2.8202
41 H -12.9627 15.0225 1.8084
42 H -15.7161 15.2101 1.7723
43 H -14.7417 15.8015 3.0921
44 H -16.5187 13.6708 2.5082
45 H -13.6439 12.4297 1.2896
46 C -14.1421 18.5102 0.6951
47 C -14.3895 19.3846 1.9591
48 C -13.5425 20.7009 1.8715
49 O -15.7517 19.7332 1.8927
50 H -13.1286 18.1112 0.6544
51 H -14.4552 19.0858 -0.1759
52 H -14.8043 17.6613 0.5247
53 H -14.2216 18.8378 2.8870
54 H -13.7837 21.4334 2.6419
55 H -13.5532 21.2646 0.9387
56 H -12.4999 20.4524 2.0700
57 H -16.0067 20.2765 2.6419

The expectation value of S² is 0.751. As for the spin multiplicity: 2. The highest occupied orbital energy (alpha / beta) is -0.01 / -7.42 eV. Its net charge is -1. As for the orbital gap (alpha / beta): 2.5 / 9.9 eV. Its electronic energy is -1267.29719 Ha.



Density functional theory data (ωB97M-V/def2-TZVPD) for 9 unconnected molecules or ions with the total composition C9H36O9 at a distorted geometry.

Geometry (Å):
1 C 2.2476 0.3079 -1.0209
2 O 2.4247 0.5272 0.3862
3 H 3.0318 -0.3134 -1.4681
4 H 1.2131 -0.1015 -1.1363
5 H 2.4262 1.3104 -1.4940
6 H 2.3280 1.4841 0.4320
7 C 1.0025 3.8092 1.0787
8 O 2.2162 3.0643 0.9758
9 H 0.1856 3.1137 1.0163
10 H 0.9004 4.2593 2.1073
11 H 0.9163 4.6687 0.4134
12 H 2.5284 2.9247 1.9118
13 C 0.9650 -2.1092 1.3509
14 O 0.2922 -0.9001 1.4168
15 H 0.3190 -2.9491 1.0679
16 H 1.7893 -2.0212 0.6453
17 H 1.4283 -2.3322 2.2992
18 H 0.9975 -0.2423 1.2367
19 C -2.7366 -2.2388 1.3135
20 O -2.2971 -0.9086 0.8934
21 H -3.0034 -2.9566 0.5068
22 H -1.8575 -2.5779 1.8757
23 H -3.5875 -2.0714 1.9605
24 H -1.3525 -0.7823 0.9664
25 C -2.8799 2.0664 1.2724
26 O -3.7459 1.2526 2.0389
27 H -2.1659 1.4480 0.7826
28 H -3.4007 2.5544 0.4272
29 H -2.3344 2.7825 1.8928
30 H -3.4900 0.3476 1.8987
31 C -1.5470 -3.6750 -2.5524
32 O -2.7702 -3.4085 -1.8127
33 H -1.6348 -3.4314 -3.6454
34 H -0.8201 -3.1009 -2.0495
35 H -1.3535 -4.7572 -2.3850
36 H -3.0407 -2.5029 -2.0313
37 C 4.1257 2.1365 4.1774
38 O 3.0370 2.9842 3.7552
39 H 4.8574 2.7351 4.6926
40 H 3.7889 1.2433 4.6764
41 H 4.6581 1.7522 3.2664
42 H 2.9441 3.6674 4.4261
43 C 3.1166 -0.8909 -4.7889
44 O 2.0354 -1.4003 -4.0116
45 H 2.8535 -0.0012 -5.3317
46 H 3.9257 -0.5335 -4.1089
47 H 3.5094 -1.5542 -5.5611
48 H 1.2315 -1.4425 -4.6407
49 C -4.2045 -0.0934 -1.6243
50 O -2.9017 -0.5457 -1.8003
51 H -4.8260 -0.8436 -1.0402
52 H -4.2631 0.8379 -1.1093
53 H -4.6313 0.0139 -2.6128
54 H -2.4513 -0.6057 -0.9360

The SMILES is CO.CO.CO.CO.CO.CO.CO.CO.CO. As for the spin multiplicity: 1. The highest occupied orbital energy is -9.66 eV. Its net charge is 0. As for the orbital gap: 10.1 eV. Its electronic energy is -1041.48558 Ha. The value obtained for the energy above the lowest of the compared OMol25 structures with the same formula, charge and spin is 116.22 kcal per mole.



Density functional theory data (ωB97M-V/def2-TZVPD) for a gas-phase ion, C9H3F7NO3 (charge -1) at a distorted geometry.

Geometry (Å):
1 F -2.6464 1.2773 1.9932
2 C -1.5086 0.6611 1.6711
3 C -1.3980 -0.6662 1.6857
4 F -2.4647 -1.4658 1.9301
5 C -0.1100 -1.3506 1.4835
6 O -0.0170 -2.5542 1.2277
7 C 1.0672 -0.4775 1.6910
8 F 2.2455 -1.1123 1.9258
9 C 0.9729 0.8517 1.6434
10 F 2.0281 1.6525 1.8431
11 C -0.3353 1.6514 1.4358
12 O -0.4099 2.6714 2.2081
13 C -0.1457 1.0719 -1.0895
14 N -0.2954 1.9974 0.0077
15 C -0.1650 3.3475 -0.2788
16 C -1.5507 4.0808 -0.4369
17 F -1.7755 4.2208 -1.7876
18 F -2.6058 3.3927 0.0663
19 F -1.5458 5.3170 0.1130
20 O 0.8337 4.0058 -0.4774
21 H -1.1003 0.9267 -1.6223
22 H 0.6082 1.4469 -1.8026
23 H 0.1823 0.0972 -0.7153

The SMILES is CN(C(=O)C(F)(F)F)C1([O-])C(F)=C(F)C(=O)C(F)=C1F. As for the spin multiplicity: 1. The highest occupied orbital energy is -5.24 eV. Its net charge is -1. As for the orbital gap: 8.1 eV. Its electronic energy is -1324.29892 Ha. The value obtained for the energy above the lowest of the compared OMol25 structures with the same formula, charge and spin is 0.00 kcal per mole.



Density functional theory data (ωB97M-V/def2-TZVPD) for a molecular structure, C9H40F6MnN15O17S2 at a distorted geometry.

Geometry (Å):
1 Mn 11.2048 -18.7861 -7.0874
2 C 8.2584 -21.7225 -7.8125
3 F 8.1837 -20.6564 -8.6146
4 F 7.0728 -22.3587 -7.3486
5 F 8.7237 -22.8316 -8.4232
6 S 9.3526 -21.2050 -6.2576
7 O 8.8121 -19.9399 -5.7566
8 O 9.1263 -22.2569 -5.2886
9 N 10.9582 -20.7806 -6.7543
10 S 11.5695 -22.2131 -6.7894
11 O 10.7272 -23.3732 -7.0504
12 O 12.7805 -22.1255 -7.6151
13 C 12.2144 -22.3926 -4.9112
14 F 11.2323 -22.2096 -3.9450
15 F 12.9302 -23.4904 -4.6296
16 F 13.0918 -21.4381 -4.7811
17 O 14.1653 -20.0179 -10.7348
18 H 14.1227 -19.0619 -10.7584
19 H 14.4022 -20.2696 -11.6275
20 O 9.9990 -19.5756 -11.2128
21 H 10.2976 -19.2503 -12.0620
22 H 10.1268 -20.5230 -11.2602
23 O 9.4440 -17.9931 -7.9476
24 H 8.4970 -18.1030 -7.8626
25 H 9.5726 -17.7107 -8.8532
26 O 13.4522 -19.0017 -6.7746
27 H 13.8647 -18.6205 -5.9994
28 H 14.1735 -19.4086 -7.2546
29 O 11.7361 -19.1917 -9.0891
30 H 11.1574 -19.3769 -9.8288
31 H 12.6038 -19.4615 -9.3899
32 O 9.7602 -16.6500 -10.5705
33 H 8.9000 -16.4110 -10.9156
34 H 10.1826 -17.1248 -11.2863
35 C 12.1591 -20.0618 -0.9210
36 O 10.9741 -20.2283 -1.1267
37 N 12.8014 -20.7338 -0.0751
38 N 12.9269 -19.2697 -1.5469
39 H 12.4657 -21.5292 0.4491
40 H 13.6192 -20.2119 0.2058
41 H 12.4920 -18.7923 -2.3234
42 H 13.9101 -19.4793 -1.4497
43 C 5.3270 -18.1860 -7.5754
44 O 6.4537 -18.5351 -7.5461
45 N 4.4322 -18.7767 -6.8633
46 N 4.8580 -17.2600 -8.3371
47 H 3.4387 -18.5968 -6.8908
48 H 4.7120 -19.3953 -6.1156
49 H 3.8697 -17.0554 -8.2990
50 H 5.4976 -16.7954 -8.9657
51 C 14.7346 -17.2995 -3.8217
52 O 14.2733 -18.0628 -4.6630
53 N 14.0358 -16.3716 -3.2145
54 N 16.0519 -17.2675 -3.5214
55 H 14.5091 -15.5676 -2.8275
56 H 13.0298 -16.4582 -3.2385
57 H 16.2866 -16.4385 -2.9944
58 H 16.6836 -17.9568 -3.9035
59 C 12.5701 -15.7905 -7.3261
60 O 11.8791 -16.8071 -7.3635
61 N 13.9034 -15.8482 -7.1910
62 N 12.1389 -14.6013 -7.1842
63 H 14.3438 -16.7556 -7.2426
64 H 14.4507 -15.0056 -7.2943
65 H 11.1310 -14.5978 -7.1195
66 H 12.6978 -13.7874 -7.3971
67 C 8.6408 -13.7117 -7.9553
68 O 9.3621 -14.3826 -7.2069
69 N 8.6803 -13.7547 -9.2357
70 N 7.9261 -12.7079 -7.4578
71 H 8.3771 -12.9698 -9.7943
72 H 9.3569 -14.4140 -9.5931
73 H 7.6302 -11.9482 -8.0540
74 H 7.9423 -12.5574 -6.4592
75 C 6.8573 -15.4693 -4.3102
76 O 6.0397 -16.0405 -3.5766
77 N 7.6128 -14.4635 -4.0502
78 N 7.2254 -16.0171 -5.4414
79 H 7.4363 -14.1115 -3.1201
80 H 8.1629 -14.0888 -4.8098
81 H 8.1430 -15.8300 -5.8195
82 H 6.7940 -16.9015 -5.6688
83 C 10.6615 -17.5984 -4.1110
84 O 11.2516 -18.1124 -5.0458
85 N 10.6851 -16.3056 -3.8918
86 N 9.9214 -18.1993 -3.2011
87 H 9.9494 -15.9445 -3.3015
88 H 11.0668 -15.7958 -4.6757
89 H 9.8451 -17.7040 -2.3243
90 H 9.7572 -19.1936 -3.2680

The expectation value of S² is 8.752. As for the spin multiplicity: 6. The highest occupied orbital energy (alpha / beta) is -10.96 / -11.05 eV. Its net charge is +1. As for the orbital gap (alpha / beta): 8.4 / 8.5 eV. Its electronic energy is -5013.93997 Ha.